Record 1
Formula: FeH15O8
Source: the OMol25 dataset
Level of theory: the ωB97M-V functional and the def2-TZVPD basis

```
24
FeH15O8 the ωB97M-V functional and the def2-TZVPD basis
Fe 1.615 2.744 -2.025
O -0.166 0.876 0.019
H -0.386 0.274 0.757
O -4.752 -1.780 2.492
H -4.537 -1.552 1.588
H -3.935 -1.649 2.974
O 0.618 -4.134 1.226
H 0.045 -4.401 0.508
H 0.127 -3.450 1.683
O -4.396 0.328 -1.677
H -4.342 -0.164 -2.497
H -3.486 0.524 -1.455
O -0.811 -1.263 4.197
H -0.607 -0.335 4.319
H -0.572 -1.672 5.029
O 4.228 0.422 -1.704
H 4.741 -0.072 -2.344
H 4.355 -0.049 -0.880
O 0.658 1.055 -4.711
H 0.627 1.318 -5.631
H 0.648 0.099 -4.735
O 3.180 4.236 0.672
H 3.813 4.950 0.748
H 3.335 3.694 1.445
```

Calculated values
- Orbital gap (spin up / spin down): 6.1 / 1.7 eV
- HOMO level (spin up / spin down): -16.50 / -15.46 eV
- LUMO energy (spin up / spin down): -10.35 / -13.81 eV
- Spin multiplicity: 6
- Relative energy (zero: lowest compared OMol25 entry of this formula, charge and spin): 785.6 kJ/mol
- Total charge: +2

Let us look at the Löwdin charges, expressed in e, one per atom: 1.3420 0.0136 0.0302 0.2012 0.0853 0.0817 0.0114 0.0471 0.0281 -0.0367 0.0396 0.0103 -0.0594 0.0279 0.0443 -0.0580 0.0502 0.0441 -0.0520 0.0553 0.0498 -0.0545 0.0537 0.0447

=====

Record 2
Formula: C8H18CdNO6
Source: the OMol25 dataset
Level of theory: the ωB97M-V functional and the def2-TZVPD basis

```
34
C8H18CdNO6 the ωB97M-V functional and the def2-TZVPD basis
Cd 0.526 0.559 -0.522
C 0.747 2.498 2.679
C 1.088 1.895 1.328
O 1.293 0.695 1.275
O 0.973 2.485 0.235
H 1.332 1.967 3.431
H -0.315 2.369 2.885
H 0.833 3.584 2.713
C 4.547 -1.370 -1.534
C 3.225 -1.017 -2.086
O 2.481 -0.250 -1.411
O 2.918 -1.233 -3.232
H 4.412 -1.827 -0.553
H 5.054 -0.428 -1.327
H 5.092 -2.047 -2.192
O -0.134 0.987 -2.308
H -0.335 1.919 -2.521
C -2.238 -2.542 0.776
C -1.810 -1.287 0.016
C -2.210 -0.112 0.904
O -1.635 1.116 0.224
C -2.557 1.694 -0.702
N -0.335 -1.344 -0.120
H -3.289 -2.491 1.062
H -1.651 -2.565 1.694
H -2.087 -3.453 0.198
H -2.385 -1.187 -0.905
H -1.825 -0.266 1.912
H -3.275 0.027 1.087
H -2.219 2.664 -1.065
H -3.439 1.894 -0.094
H -2.726 0.993 -1.520
H -0.084 -1.938 -0.897
H 0.029 -1.987 0.569
```

Calculated values
- Orbital gap (spin up / spin down): 2.5 / 7.2 eV
- HOMO level (spin up / spin down): 3.06 / -1.74 eV
- LUMO energy (spin up / spin down): 5.57 / 5.51 eV
- Spin multiplicity: 2
- Total charge: -2

Let us look at the Löwdin charges, expressed in e, one per atom: 1.3349 -0.0346 -0.8075 -0.1441 -0.1191 0.0658 0.0638 0.0603 -0.0567 -0.8428 -0.1686 -0.0317 0.0622 0.0695 0.0591 -0.5350 -0.0877 -0.3935 -0.4302 -0.2145 -0.3300 -0.1505 -0.0167 -0.0329 0.0178 0.0142 0.1266 0.0854 0.0625 0.0791 0.0605 0.0720 0.0893 0.0732

=====

Record 3
Formula: C3H5N3
Source: the OMol25 dataset
Level of theory: the ωB97M-V functional and the def2-TZVPD basis

```
11
C3H5N3 the ωB97M-V functional and the def2-TZVPD basis
N -1.862 -0.017 0.150
C -0.464 -0.029 0.096
C 0.528 -0.986 0.123
C 1.723 -0.238 -0.035
N 1.508 1.059 -0.119
N 0.161 1.166 -0.048
H -2.287 -0.931 0.064
H -2.230 0.589 -0.574
H 0.434 -2.055 0.252
H 2.737 -0.610 -0.122
H -0.246 2.051 0.212
```

Calculated values
- Orbital gap: 9.3 eV
- HOMO level: -8.43 eV
- LUMO energy: 0.90 eV
- Relative energy (zero: lowest compared OMol25 entry of this formula, charge and spin): 59.7 kJ/mol
- Total charge: 0
- Structure (SMILES): Nc1ccn[nH]1

Let us look at the Löwdin charges, expressed in e, one per atom: 0.0977 -0.3842 -0.0395 -0.1908 0.0080 -0.0043 0.0878 0.0886 0.0895 0.0962 0.1510

=====

Record 4
Formula: C40H65BCl7LiN5NaO13
Source: the OMol25 dataset
Level of theory: the ωB97M-V functional and the def2-TZVPD basis

```
133
C40H65BCl7LiN5NaO13 the ωB97M-V functional and the def2-TZVPD basis
C 6.272 0.207 1.714
C 4.957 0.121 1.156
C 3.720 0.286 2.132
N 2.386 0.212 1.517
C 1.563 1.473 1.642
C 0.410 1.345 2.760
C -0.850 2.197 2.263
C -2.116 2.115 3.236
C -2.320 0.694 3.920
C -2.663 -0.468 2.863
C -3.336 -1.715 3.626
C -4.867 -1.434 4.052
C -5.934 -1.965 2.977
C -5.871 -1.218 1.564
C -5.071 -2.166 0.542
C -4.407 -1.380 -0.687
C 1.800 -0.754 0.841
N 0.469 -0.558 0.274
C 0.182 -1.745 -0.423
N 1.346 -2.577 -0.226
C 1.198 -3.857 -0.958
N 0.940 -3.576 -2.416
N 2.339 -2.043 0.567
C 3.520 -2.838 0.849
C 4.058 -2.904 2.368
C 4.714 -2.790 -0.252
C 4.343 -2.085 -1.627
H 6.985 0.929 1.188
H 6.624 -0.326 2.643
H 4.885 -0.012 0.039
H 3.763 -0.385 3.065
H 3.919 1.323 2.611
H 1.170 1.834 0.633
H 2.195 2.357 2.002
H 0.804 1.845 3.709
H 0.165 0.264 3.000
H -0.551 3.301 2.209
H -1.097 1.876 1.192
H -2.050 2.962 3.999
H -3.042 2.346 2.608
H -1.441 0.360 4.555
H -3.208 0.778 4.642
H -3.329 -0.079 2.019
H -1.699 -0.850 2.369
H -3.210 -2.697 3.060
H -2.759 -1.813 4.611
H -5.038 -0.340 4.308
H -5.036 -2.052 5.002
H -5.814 -3.088 2.818
H -6.964 -1.806 3.420
H -6.940 -1.156 1.163
H -5.461 -0.160 1.617
H -4.232 -2.692 1.104
H -5.812 -2.953 0.184
H -4.555 -2.032 -1.614
H -4.883 -0.369 -0.852
H -3.287 -1.334 -0.497
H -0.710 -2.055 -1.036
H 2.092 -4.546 -0.941
H 0.291 -4.456 -0.611
H 1.451 -2.742 -2.715
H -0.061 -3.519 -2.608
H 3.199 -3.942 0.752
H 4.335 -3.948 2.706
H 5.025 -2.295 2.420
H 3.231 -2.446 3.104
H 5.655 -2.292 0.171
H 5.061 -3.854 -0.505
H 5.013 -1.163 -1.743
H 4.680 -2.778 -2.478
H 3.252 -1.874 -1.819
B 9.032 4.584 -0.856
O 10.308 3.931 -1.194
C 11.076 4.847 -1.788
O 12.192 4.641 -2.191
C 10.345 6.124 -1.865
O 10.756 7.150 -2.343
O 9.137 5.978 -1.318
O 7.900 3.895 -1.506
C 7.084 3.485 -0.541
O 6.057 2.881 -0.725
C 7.628 3.877 0.767
O 7.123 3.650 1.838
O 8.777 4.525 0.595
C 2.170 3.493 -2.262
C 2.433 4.370 -3.466
C 2.318 5.761 -2.872
O 2.737 5.663 -1.503
C 2.833 4.277 -1.148
H 2.564 2.480 -2.361
H 1.092 3.427 -2.083
H 3.451 4.204 -3.832
H 1.745 4.202 -4.289
H 1.280 6.113 -2.880
H 2.938 6.493 -3.395
H 3.893 4.023 -1.064
H 2.357 4.112 -0.178
O 3.424 2.490 4.646
H 4.344 2.585 4.903
Na -2.730 -4.474 2.378
C -4.521 -10.137 0.890
C -4.827 -8.820 1.576
O -3.661 -8.318 2.228
H -4.164 -10.872 1.615
H -5.408 -10.534 0.393
H -3.728 -10.011 0.147
H -5.603 -8.954 2.331
H -5.175 -8.075 0.853
H -2.982 -8.194 1.553
Li -0.568 -6.833 0.929
C -7.135 1.192 -2.507
Cl -7.721 -0.186 -1.564
Cl -6.219 0.652 -3.918
H -7.987 1.781 -2.842
H -6.492 1.800 -1.880
Cl 3.209 -2.204 4.689
C -3.027 2.731 -2.142
C -1.775 2.933 -2.544
C -1.456 3.925 -3.592
O -0.310 4.101 -3.953
C -2.581 4.687 -4.176
C -3.837 4.484 -3.773
C -4.152 3.490 -2.724
O -5.294 3.299 -2.349
H -3.278 2.007 -1.376
H -0.939 2.385 -2.127
H -2.330 5.411 -4.941
H -4.674 5.030 -4.189
C -9.405 -0.452 -6.371
Cl -9.866 -1.655 -5.150
Cl -7.757 -0.787 -6.941
Cl -10.532 -0.537 -7.740
Cl -9.468 1.172 -5.655
```

Calculated values
- Orbital gap: 1.7 eV
- HOMO level: -6.80 eV
- LUMO energy: -5.12 eV
- Total charge: 0

Atom charges from the Löwdin analysis, given in e for atoms 1 to 99: 0.0296 -0.1184 -0.1332 -0.0122 -0.1278 -0.1600 -0.2029 -0.1973 -0.2023 -0.1898 -0.1977 -0.1799 -0.2034 -0.2053 -0.2502 -0.1182 -0.1867 0.1492 -0.0057 -0.0763 -0.2151 0.0116 0.0607 -0.2714 -0.1937 -0.1824 -0.1056 0.0707 0.0754 0.0847 0.0711 0.1271 0.1132 0.1350 0.1234 0.0931 0.1231 0.0950 0.1183 0.1071 0.1172 0.1082 0.0997 0.0940 0.0072 0.1226 0.1162 0.1132 0.1035 0.1097 0.0885 0.1104 0.0481 0.1155 0.0803 0.0478 0.0536 0.1350 0.1219 0.0724 0.0703 0.0612 0.1258 0.0858 0.0708 -0.2116 0.1024 0.1152 0.0842 0.0857 0.0482 -0.8898 0.2336 -0.3997 0.1485 -0.3992 0.1501 0.2370 0.2458 -0.4017 0.1163 -0.4050 0.1401 0.2456 -0.1797 -0.1838 -0.1964 -0.1271 -0.1905 0.1133 0.0756 0.1230 0.0844 0.1078 0.1193 0.1032 0.1064 -0.2578 -0.0697

=====

Record 5
Formula: C36H44N3PTb
Source: the OMol25 dataset
Level of theory: the ωB97M-V functional and the def2-TZVPD basis

```
85
C36H44N3PTb the ωB97M-V functional and the def2-TZVPD basis
Tb -0.506 -0.458 0.414
N 0.447 -3.790 3.536
N -1.915 1.117 1.543
C -0.743 -0.813 -2.374
C -1.479 -1.736 -1.558
C -0.545 -2.710 -1.071
C -0.839 -3.855 -0.186
H -1.916 -3.912 0.018
H -0.382 -3.700 0.871
H -0.421 -4.798 -0.575
C 0.749 -2.372 -1.557
C 1.971 -3.192 -1.377
H 2.375 -3.562 -2.333
H 1.774 -4.070 -0.749
H 2.776 -2.620 -0.897
C 0.621 -1.237 -2.398
C 1.698 -0.714 -3.268
H 2.641 -0.595 -2.718
H 1.444 0.265 -3.689
H 1.920 -1.378 -4.122
C -2.938 -1.681 -1.225
H -3.538 -2.306 -1.911
H -3.337 -0.655 -1.296
H -3.135 -2.051 -0.201
C -1.330 0.259 -3.223
H -0.659 1.125 -3.268
H -2.279 0.616 -2.805
H -1.535 -0.044 -4.267
C 1.580 -3.500 4.150
H 2.303 -4.332 4.097
C 1.789 -2.262 4.813
H 2.647 -2.268 5.483
C 0.999 -1.156 4.513
H 1.169 -0.232 5.093
C 0.012 -1.307 3.533
H -0.563 -0.420 3.162
C -0.237 -2.656 3.103
C -1.258 -3.026 2.194
H -1.853 -1.968 2.113
C -1.680 1.738 0.409
C -3.247 1.289 1.959
H -3.714 0.672 2.686
C -3.731 2.321 1.244
H -4.635 2.894 1.428
N -2.743 2.613 0.303
C -2.831 3.291 -0.909
C -4.017 3.151 -1.641
C -4.050 3.753 -2.897
H -4.993 3.733 -3.469
C -2.902 4.328 -3.453
C -2.998 5.047 -4.772
H -2.031 4.994 -5.320
H -3.243 6.122 -4.601
H -3.806 4.606 -5.399
C -1.668 4.237 -2.793
H -0.754 4.613 -3.282
C -1.601 3.671 -1.521
C -0.250 3.485 -0.918
H -0.241 3.425 0.169
H 0.401 4.311 -1.213
H 0.251 2.591 -1.310
C -5.172 2.315 -1.202
H -5.609 2.598 -0.246
H -4.930 1.248 -1.173
H -5.955 2.426 -1.947
C 2.440 1.478 2.077
P 2.558 0.038 0.925
C 3.719 0.642 -0.389
C 3.737 -1.079 1.852
C 4.793 -0.605 2.658
C 5.484 -1.465 3.520
C 5.199 -2.835 3.527
C 4.246 -3.336 2.635
C 3.548 -2.474 1.788
H 1.786 2.247 1.635
H 3.424 1.923 2.299
H 1.976 1.144 3.016
H 3.140 1.044 -1.233
H 4.397 1.428 -0.013
H 4.326 -0.200 -0.761
H 5.072 0.452 2.628
H 6.244 -1.069 4.201
H 5.703 -3.507 4.227
H 4.026 -4.409 2.618
H 2.825 -2.897 1.087
```

Calculated values
- Orbital gap (spin up / spin down): 5.2 / 5.1 eV
- HOMO level (spin up / spin down): -2.72 / -2.59 eV
- LUMO energy (spin up / spin down): 2.53 / 2.53 eV
- Spin multiplicity: 7
- Total charge: -1

Let us look at the Löwdin charges, expressed in e, one per atom: 1.3141 0.0861 -0.1600 -0.3209 -0.3936 -0.3489 -0.1117 0.0627 0.0288 0.0803 -0.2930 -0.0603 0.0818 0.0751 0.0454 -0.2771 -0.0610 0.0493 0.0681 0.0818 -0.0712 0.0833 0.0546 0.0706 -0.0567 0.0604 0.0641 0.0826 -0.2031 0.0888 -0.1207 0.0828 -0.1302 0.1008 -0.1263 0.0626 -0.4864 -0.0758 -0.0056 -0.3130 -0.1222 0.0886 -0.1026 0.1096 -0.0492 -0.1271 -0.1993 -0.0231 0.1156 -0.2870 -0.0766 0.0772 0.0828 0.0774 -0.0181 0.1225 -0.1902 -0.0897 0.0596 0.0741 0.0727 -0.0446 0.0574 0.0876 0.0709 -0.2800 0.8703 -0.2791 -0.3596 -0.0974 -0.0979 -0.0990 -0.1091 -0.0969 0.0321 0.0307 0.0290 0.0207 0.0386 0.0439 0.0921 0.0970 0.1008 0.1065 0.0827

=====

Record 6
Formula: C29H45AsN5O3RbS3
Source: the OMol25 dataset
Level of theory: the ωB97M-V functional and the def2-TZVPD basis

```
87
C29H45AsN5O3RbS3 the ωB97M-V functional and the def2-TZVPD basis
Rb 0.337 0.128 -0.068
C -2.802 1.086 -2.574
C -1.669 0.369 -3.335
N -1.121 -0.783 -2.648
C -1.771 -2.062 -2.805
C -3.176 -2.153 -2.215
S -3.360 -1.818 -0.439
C -4.424 -0.361 -0.420
C -3.723 0.991 -0.277
N -2.578 1.123 -1.144
H -2.923 2.088 -3.012
H -3.751 0.582 -2.752
H -2.042 0.121 -4.343
H -0.845 1.073 -3.462
H -0.127 -0.849 -2.807
H -1.865 -2.364 -3.864
H -1.139 -2.806 -2.316
H -3.871 -1.507 -2.749
H -3.535 -3.169 -2.394
H -5.048 -0.391 -1.315
H -5.116 -0.483 0.415
H -4.491 1.772 -0.419
H -3.363 1.094 0.750
H -1.974 1.879 -0.860
S 3.512 -0.429 0.605
C 3.157 0.487 2.064
C 4.119 0.591 3.093
C 3.830 1.271 4.250
C 2.575 1.865 4.402
C 1.695 1.736 3.349
N 1.964 1.087 2.214
H 5.080 0.116 2.948
H 4.573 1.339 5.035
H 2.290 2.397 5.299
H 0.705 2.183 3.414
O 0.292 -8.707 1.066
C -0.792 -7.980 0.488
N -1.505 -7.288 1.504
C -1.343 -5.987 1.918
O -2.103 -5.502 2.730
C -0.296 -5.145 1.251
C 1.041 -5.503 1.137
C 1.920 -4.586 0.586
C 1.425 -3.369 0.141
N 0.140 -3.017 0.237
C -0.690 -3.886 0.810
H 0.719 -9.216 0.369
H -1.476 -8.676 -0.004
H -0.429 -7.261 -0.249
H -2.182 -7.796 2.051
H 1.381 -6.467 1.492
H 2.978 -4.792 0.515
H 2.101 -2.625 -0.265
H -1.721 -3.577 0.933
C -1.205 4.587 1.743
As -0.117 3.433 0.602
C 1.592 4.320 0.934
C -0.656 4.241 -1.149
C -0.318 5.683 -1.341
C -1.232 6.686 -1.029
C -0.894 8.026 -1.162
C 0.367 8.389 -1.612
C 1.284 7.398 -1.937
C 0.942 6.062 -1.802
H -1.042 5.639 1.506
H -0.925 4.408 2.781
H -2.260 4.339 1.621
H 1.549 5.374 0.664
H 2.393 3.820 0.392
H 1.786 4.215 2.001
H -1.737 4.085 -1.202
H -0.213 3.614 -1.925
H -2.223 6.414 -0.682
H -1.623 8.788 -0.915
H 0.631 9.433 -1.711
H 2.271 7.667 -2.292
H 1.674 5.296 -2.037
C 2.271 2.862 -4.036
S 2.399 2.298 -2.351
C 3.904 1.369 -2.491
O 1.277 1.297 -2.172
H 3.141 3.474 -4.277
H 1.367 3.461 -4.124
H 2.215 1.990 -4.689
H 4.711 2.071 -2.705
H 3.795 0.636 -3.292
H 4.060 0.880 -1.526
```

Calculated values
- Orbital gap: 6.6 eV
- HOMO level: -6.42 eV
- LUMO energy: 0.17 eV
- Relative energy (zero: lowest compared OMol25 entry of this formula, charge and spin): 49.6 kJ/mol
- Total charge: 0

Let us look at the Löwdin charges, expressed in e, one per atom: 0.6535 -0.2014 -0.2033 -0.1155 -0.2835 -0.4508 0.8997 -0.4778 -0.2859 -0.1006 0.1162 0.0926 0.1188 0.0912 0.0832 0.1158 0.1021 0.0625 0.0707 0.0667 0.0712 0.1164 0.1155 0.0235 0.4407 -0.7973 -0.1257 -0.0917 -0.0938 -0.2106 -0.0660 0.0880 0.1008 0.0916 0.0866 -0.0496 -0.2644 0.0963 -0.4314 0.0827 -0.1237 -0.0114 -0.0327 -0.1522 0.0426 -0.0853 0.0878 0.1262 0.1237 0.1495 0.1136 0.1107 0.0391 0.0756 -0.3137 1.0998 -0.2919 -0.3381 -0.3112 -0.0618 -0.0833 -0.0950 -0.0816 -0.0701 0.0194 0.0178 0.0202 0.0238 0.0128 0.0182 0.0660 0.0419 0.1113 0.1021 0.0994 0.1028 0.0934 -0.2530 0.8036 -0.2604 -0.7393 0.0613 0.0489 0.0644 0.0635 0.0685 -0.0397

=====

no.,largest force on an atom (eV Å⁻¹),total energy (a.u.)
1,0.99,-1873.6685
2,6.51,-989.4345
3,0.30,-281.5673
4,7.10,-6230.5857
5,4.15,-2728.0615
6,1.14,-5085.9704